[1]
DFT (ωB97M-V/def2-TZVPD) results for a single C5H8FNO molecule in a non-equilibrium geometry.

Results
* Kohn-Sham gap: 8.670 eV
* strongest force on any atom: 1.9 eV Å⁻¹
* SMILES: CN/C=C(/F)C(C)=O
* calculated total energy: -11568.80639 eV

Geometry as XYZ:
```
16
C5H8FNO (ωB97M-V/def2-TZVPD)
C -2.55922 -0.57467 0.38697
H 1.13389 -1.17961 0.05474
C 3.08373 -0.24258 0.27762
C 0.93122 0.76978 -0.18125
H 1.35771 1.79750 -0.34285
H -2.69728 -0.44303 1.45616
N 1.69121 -0.33274 -0.01853
H 3.31467 0.28998 1.17088
H 3.55516 0.31028 -0.53579
H -3.15750 0.19027 -0.10173
F -1.13370 1.84873 -0.02615
C -1.14267 -0.54907 -0.08314
H 3.48973 -1.24725 0.33181
C -0.43387 0.68830 -0.16732
O -0.62034 -1.62105 -0.39721
H -2.94391 -1.60977 0.11223
```

Atomic partial charges in e from the natural (NBO) method, atoms 1 to 8: -0.7050 0.4412 -0.4026 0.0620 0.2168 0.2367 -0.5726 0.1875


[2]
DFT (ωB97M-V/def2-TZVPD) results for 2 unconnected molecules or ions with the total composition C31H48N5O10 in a non-equilibrium geometry.

Results
* Kohn-Sham gap: 7.279 eV
* strongest force on any atom: 7.1 eV Å⁻¹
* net charge: +1
* calculated total energy: -60828.41458 eV

Geometry as XYZ:
```
94
C31H48N5O10 (ωB97M-V/def2-TZVPD)
H -1.02239 0.06777 -1.68208
C -1.15739 1.13487 -2.10178
C 0.06187 2.05530 -1.55909
H -3.52563 -1.60893 1.67204
H 3.70453 -4.45391 -2.47381
H -2.67816 -1.07875 3.65360
O 0.10899 -4.14434 2.84535
H 0.77005 -6.87463 0.93000
H 4.12138 0.26001 -0.09373
C 5.87316 3.95501 1.82159
H -6.69744 -0.52118 -6.36326
O -6.67169 1.87080 -2.89711
C 1.52624 -6.00619 0.74224
O -6.69667 0.74154 -4.76339
H -8.22021 0.81398 -7.77908
O 6.02103 2.14732 -0.18074
H -0.03692 -2.11678 1.08044
C 2.46237 -0.11556 1.52078
H 1.30345 -0.49877 -3.50255
H 5.65349 4.51476 2.82261
H -6.89743 1.84251 -7.17895
H -4.59792 0.80189 -1.04836
H 0.51993 -1.33123 2.65597
H 7.94855 2.78113 2.57857
C -3.47687 0.54624 -1.05766
C -7.36139 2.65822 -1.92791
H -3.19044 1.96438 -2.81627
H -4.94776 -0.77650 0.82846
N 3.87635 -0.00131 2.02247
H -8.20042 2.10975 -1.49346
H 5.48026 -1.12571 2.87417
C -3.01777 0.02634 3.51349
H -1.07265 2.66625 0.27293
C -7.77361 1.25720 -6.88619
H -7.70495 3.59076 -2.38239
C 2.93535 -3.08026 -0.67062
H 3.37812 -3.75599 0.15669
H -1.07833 1.03518 -3.26399
N 1.99541 -1.41006 1.07902
C 2.13554 -1.72590 -0.34930
H -3.27243 0.53819 4.52541
H 6.88966 4.23929 1.36930
C 4.82383 0.24036 0.84006
O 2.42829 -4.14215 2.52016
O 2.31650 -1.32516 4.49988
H 0.95305 -5.15285 0.19113
H -6.65822 2.90086 -1.12875
H 6.86425 2.32148 4.01908
C 0.37665 1.11422 0.98221
O 4.50066 -1.88638 5.08938
C 3.14187 -3.49230 -2.20100
C 5.57829 1.66259 0.92838
N 1.78321 1.06148 1.49038
H -2.64190 2.72974 -1.22423
C -7.38741 0.18090 -5.88823
H -2.09209 0.58684 3.07561
H -2.43893 1.11843 0.95025
C 2.72087 3.28985 2.83462
H -0.06192 3.08974 -2.09157
H 2.31978 -0.56816 5.13854
H 2.55407 -2.72379 -4.38628
C 3.69853 -1.51901 4.15171
H -0.30111 1.23574 1.92822
C -7.47075 1.37284 -3.86220
C 2.24350 -5.52116 2.09513
H -2.03420 -0.61013 0.21300
C 0.02878 2.36556 0.02455
C 0.87829 -2.03979 1.80374
H 4.99439 4.24973 1.11397
C 2.46468 2.29782 1.99076
H 4.27831 -2.20861 1.99445
H -8.25728 -0.39565 -5.55857
O -8.67287 1.49727 -3.91717
N 1.58881 -0.80968 -1.32002
C 1.75922 -1.20891 -2.69826
C 4.33635 -1.26341 2.68067
O -4.15659 0.16741 2.62635
C -3.95489 -0.56586 1.37435
N 5.76808 2.47319 2.15848
C 2.48304 -2.49264 -3.25396
O 2.70550 -6.42083 2.87166
H -8.49382 1.95807 -6.45620
H 1.11290 1.67992 -1.89188
C 1.13976 -3.51213 2.40377
H -3.31521 -0.39195 -1.72908
H 0.00524 0.16431 0.45725
H 5.56226 -0.63244 0.72574
H 2.31973 -6.38394 -0.00806
C -2.86132 0.17983 0.40073
C 7.04169 2.13745 2.87949
H 0.65680 3.31143 0.20232
C -2.63609 1.74140 -1.81270
H 3.18508 4.11063 3.50909
H 7.35506 1.03514 2.76962
```

Atomic partial charges in e from the Löwdin method, atoms 1 to 8: 0.0788 -0.2172 -0.2097 0.1187 0.1043 0.1025 0.0799 0.1232


[3]
DFT (ωB97M-V/def2-TZVPD) results for 7 unconnected molecules or ions with the total composition C23H58BN6O8Si.

Results
* Kohn-Sham gap: 6.013 eV
* strongest force on any atom: 0.7 eV Å⁻¹
* net charge: -1
* calculated total energy: -58669.83580 eV

Geometry as XYZ:
```
97
C23H58BN6O8Si (ωB97M-V/def2-TZVPD)
C -0.56348 -1.13614 -5.30936
H 1.99257 -0.56216 9.07130
H -0.21199 -1.74272 4.37963
O -0.32162 -1.67844 -4.24581
H -1.03693 -0.02967 -7.52330
H -0.82268 -0.74292 -2.44175
H 2.02923 4.26050 -3.52448
C -3.35879 -6.96822 0.95593
H -2.28535 0.18334 -3.66535
H -3.96671 -7.35724 0.13891
H -2.03923 1.71591 -4.53998
H 3.03364 2.31371 1.57021
H -0.66963 6.01331 -6.06704
H -2.97632 -4.77066 2.64040
C -1.58459 -3.09704 -0.36397
H -0.70822 -3.37454 4.84928
C 1.54366 -2.71173 6.22353
H 2.12069 2.62996 -1.53094
C 0.05747 -2.79670 4.32905
C 0.78136 -0.21710 1.60370
H -0.96633 7.02945 -7.49719
C -5.13276 -7.08660 2.57492
C -1.43772 0.62953 -6.75424
B 1.27799 2.16637 2.60805
H 4.37485 0.27054 6.91734
O 3.28618 1.30969 5.53071
C 1.45983 3.42375 -1.18061
H 2.63105 -2.83718 3.26816
H 1.25605 -3.34716 -1.31775
H -1.96860 -3.10128 -1.39023
H 2.18665 -4.49893 3.69699
H 0.60343 1.40656 8.15727
N 0.35804 5.46014 -7.81935
H -0.65790 0.93109 2.66345
O 2.13456 2.12520 1.34834
H 1.92403 5.69442 -9.16310
H 1.69488 -0.76966 1.85739
H 1.47624 7.17252 -8.30006
H -1.80612 0.04264 -1.16770
N -4.19561 -6.34196 1.96511
O -5.33860 -8.26472 2.34408
C 0.72345 4.20269 -7.51159
O -0.24834 -1.22214 1.30462
H 0.77992 1.00213 6.43269
H 0.59791 0.24220 3.68085
N 0.49243 3.77880 -2.20911
N 2.52018 0.83440 7.59943
H 0.09665 -3.08490 3.28178
Si -0.31811 -1.71888 -0.24661
H -2.66547 -6.22581 0.56771
C -0.82901 3.67075 -2.01331
H -5.71336 -6.51869 3.32259
H -2.51391 0.73846 -6.91604
H -0.10210 0.46446 -1.37539
H 0.56052 5.25093 -3.70690
H 1.84017 -1.67605 -1.47331
O -1.67407 3.95096 -2.85606
H -2.80023 -7.80198 1.38203
H 0.56739 3.59439 -4.29367
H -0.71879 0.98488 -3.61930
H 1.96353 2.34673 3.60832
O 0.12946 3.51045 -6.70697
H -0.29184 -1.59373 -6.27880
C -0.80994 6.01148 -7.14782
H -1.69496 5.41322 -7.36317
H 3.34391 -3.60396 4.69678
H 1.00456 0.34424 0.69215
C 0.42134 0.73747 2.71571
C 0.94159 4.24676 -3.50419
H -1.08808 3.29972 -1.00972
H -0.97267 1.61200 -6.82855
H -4.14355 -4.32688 1.38671
H 3.72112 -0.21173 8.92559
C 1.35175 -2.38801 -0.80631
C 3.45257 0.80972 6.62145
H 0.96038 3.06281 -0.28556
N -1.17727 0.04874 -5.45000
N 1.36426 -3.01069 4.93079
C 1.25523 1.48041 7.28902
C -1.58067 0.77376 -4.25166
H -2.43792 -2.96041 0.30154
C 2.72404 0.22761 8.89136
O 0.67370 -2.30452 6.97363
H 2.06488 4.28780 -0.90109
H 1.62374 3.86001 -8.04950
C -0.82161 -0.35808 -1.41799
H 1.41143 2.52787 7.02920
H 0.44646 6.56205 -9.60665
C 2.43649 -3.51513 4.10141
H -1.11945 -4.07043 -0.19171
H -4.69640 -4.63049 3.04356
H 2.57964 -2.89305 6.56463
C 1.08601 6.26815 -8.77146
C -3.99073 -4.94023 2.27555
H 2.64688 0.96809 9.69375
H 1.98991 -2.52490 0.06975
H 0.46372 3.12069 2.51834
```

Atomic partial charges in e from the Löwdin method, atoms 1 to 8: -0.3485 0.0807 0.0843 -0.0005 0.0781 -0.0163 0.0848 -0.0376


[4]
DFT (ωB97M-V/def2-TZVPD) results for 3 unconnected molecules or ions with the total composition C25H54N3O6 in a non-equilibrium geometry.

Results
* Kohn-Sham gap (alpha / beta): 8.846 / 8.119 eV
* strongest force on any atom: 4.6 eV Å⁻¹
* calculated total energy: -43548.38877 eV
* ⟨S²⟩: 0.754
* 2S+1: 2

Geometry as XYZ:
```
88
C25H54N3O6 (ωB97M-V/def2-TZVPD)
H 1.15952 -6.54854 -3.47470
H -3.78783 3.94722 -2.26402
H 3.76597 -0.32608 5.65819
H 2.78590 0.97523 4.95888
C -3.12416 4.05656 -1.40037
C -4.48151 3.67072 2.74737
H -5.91040 4.98616 -0.86973
H -2.40492 5.47502 4.19501
C 5.05235 -2.68580 2.55656
H -2.54888 3.12940 -1.28119
C 2.66309 -2.90959 -4.36563
H 1.66140 -8.23902 -3.55286
H -0.16161 3.42929 1.11738
C 2.08479 -6.22142 -6.11202
C -4.98495 5.41287 -0.46080
C -2.95050 4.86922 0.95046
H 4.45589 -2.01084 -3.67145
H 1.21183 -0.75845 1.10432
O 5.39335 -2.63951 1.18445
H -6.78660 4.53385 1.34528
H -1.93274 4.60950 0.62725
C 3.33758 0.05870 4.73226
H -2.08975 3.09922 3.88448
H -5.20304 6.05893 0.39908
H -2.61188 6.52836 2.80747
H 0.45156 -7.64058 -4.70111
C -5.22784 2.96383 1.57500
H 3.46975 -3.05541 0.51552
C -1.72533 2.31117 1.92594
H -4.55001 6.01596 -1.26826
C 1.59663 -0.48331 3.19222
O 2.43113 -7.08651 -5.03583
C 4.31073 -2.38514 0.30045
C -3.05879 5.67493 3.32963
C -3.95738 4.30329 -0.09339
C 4.10484 -3.02797 -3.86659
H -7.09979 3.27187 2.54025
H 3.17904 -5.48233 -2.66369
N -4.54918 2.99920 0.26448
H 1.00452 -6.20096 -6.28425
C 4.21017 -5.12845 -2.73008
H 4.74466 -5.53910 -1.87268
C 3.89139 -0.91706 0.20806
H -3.00357 5.96085 0.85867
H -1.09093 2.08130 0.06983
H 2.54979 -6.64838 -7.00529
H 3.89512 -0.24249 2.11437
H 2.53205 -4.25937 -6.84804
H -6.19187 1.35327 2.65648
C -6.70478 3.45615 1.53041
H -2.63385 1.82550 1.56196
O -5.29570 2.55499 -0.68218
O -0.56507 1.54779 2.10707
H 2.63281 -2.16053 -5.16450
H 3.72295 -4.93626 -5.72420
H -5.52986 0.81690 1.08135
H 2.06273 -2.51263 -3.54296
H 4.79284 -0.33098 0.01025
H 2.15529 -2.04583 1.87578
H 4.68317 -5.49895 -3.64228
C -0.51234 2.42314 0.92483
C -5.34655 1.43980 1.96351
H -5.20887 4.33960 3.22522
N 3.23132 -0.28733 1.35318
H 1.84706 -4.73296 -4.05701
H 4.67187 -2.67279 -0.68850
C 2.64982 -4.82425 -5.91791
H 4.07399 -3.14279 2.72434
H 5.08488 -1.68545 2.99476
H 3.24104 -0.79678 -0.66604
H 4.16351 0.28548 4.05030
H 1.46709 0.60065 3.22380
H -0.96905 4.10056 2.81854
H -4.44586 1.09469 2.48486
H -4.26066 2.91229 3.51372
C -1.90187 3.53203 2.89422
H -2.45902 4.92183 -1.50781
N 1.97310 -4.10851 -4.84207
C 1.36245 -7.38138 -4.15527
C -3.12540 4.37165 2.42459
H -4.03291 5.95447 3.74687
H -7.31586 2.87335 0.83471
O 2.48872 -0.94272 4.20750
C 2.02062 -0.95920 1.81367
H 4.78455 -3.43655 -4.62329
O 4.25740 -3.71581 -2.63647
H 0.62593 -0.93300 3.41736
H 5.80487 -3.28578 3.07035
```

Atomic partial charges in e from the Löwdin method, atoms 1 to 8: 0.0711 0.0835 0.0882 0.0874 -0.0305 -0.0598 0.0865 0.0778


[5]
DFT (ωB97M-V/def2-TZVPD) results for 3 unconnected molecules or ions with the total composition C17H41BrN2OP.

Results
* Kohn-Sham gap: 8.462 eV
* strongest force on any atom: 0.5 eV Å⁻¹
* net charge: +1
* calculated total energy: -102646.25150 eV

Geometry as XYZ:
```
63
C17H41BrN2OP (ωB97M-V/def2-TZVPD)
N -0.76365 3.26355 -3.23714
H -2.37772 -1.78708 -1.75410
H -1.50894 -2.42528 0.47002
H 2.43101 1.84270 -3.83127
H 4.95620 -2.74133 2.47609
H -3.23279 0.46721 -1.22641
H 4.34096 -0.43760 3.00610
H 0.43562 4.95930 -2.82403
H 0.10752 1.78246 -4.41033
C 0.57321 3.88930 -2.94602
C -6.74706 -1.62958 -0.87789
H 1.11719 -2.53475 2.75420
H -1.50023 -0.66940 0.30779
H 1.17061 3.69946 -3.83690
C 1.15812 3.26257 -1.67754
H 1.04823 -1.38264 1.42542
H -1.19948 3.74038 -4.02477
C -5.86462 -1.24687 0.30638
H 4.17492 -4.00197 4.44193
H -1.53317 1.39974 -3.86400
H -4.35664 0.15752 0.91770
C 3.23662 1.86950 -3.09644
C 3.58020 -1.10260 2.58986
H 2.93132 -2.82171 4.76439
Br 1.03097 1.20008 0.17507
C 3.95561 -2.55699 2.87857
H -5.31428 -2.12600 0.65211
C -0.57552 1.81673 -3.56390
H 1.01112 3.97840 -0.86417
C -3.88829 -0.40812 -1.11087
H 5.94590 -2.26620 4.83583
H -7.33082 -0.77279 -1.22072
C 2.21003 -0.67937 3.11746
H -6.49827 -0.94275 1.14213
H 3.39605 0.87235 -2.68480
C -2.14786 -1.54748 0.36977
N 0.33993 2.09544 -1.31095
H 4.15409 2.15212 -3.61646
H 4.90549 -2.46902 6.24347
C -0.00444 1.10665 -2.33529
C 4.92611 -2.13969 5.20473
C -4.89294 -0.10785 0.00276
H -5.46647 0.78126 -0.27758
H 3.28504 -3.22526 2.33116
H -2.74158 -1.46591 1.28009
H 4.69765 -1.07275 5.19618
H -7.44584 -2.41973 -0.60446
C 1.05354 -1.47301 2.51549
C -3.02014 -1.64441 -0.87859
P 3.05036 3.05686 -1.70920
H -4.41777 -0.51831 -2.06152
H 2.18291 -0.76382 4.20599
H -1.36532 3.35089 -2.41497
H 0.82689 0.45576 -2.61914
H 2.07017 0.38619 2.90133
H 3.40458 4.38773 -3.44694
H -0.76922 0.46654 -1.89452
H 3.60661 -0.94642 1.50469
O 3.42115 4.46763 -2.49445
H -3.64625 -2.53728 -0.82281
H -6.15914 -1.99383 -1.72216
C 3.93988 -2.93857 4.35800
H 0.09266 -1.11192 2.88564
```

Atomic partial charges in e from the natural (NBO) method, atoms 1 to 8: -0.4913 0.1886 0.2189 0.1997 0.2044 0.1673 0.2066 0.2520


[6]
DFT (ωB97M-V/def2-TZVPD) results for a single C4H5NO2 molecule in a non-equilibrium geometry.

Results
* Kohn-Sham gap: 10.801 eV
* strongest force on any atom: 6.5 eV Å⁻¹
* SMILES: O=C1CCN=CO1
* calculated total energy: -9813.11526 eV

Geometry as XYZ:
```
12
C4H5NO2 (ωB97M-V/def2-TZVPD)
H 0.83220 1.01462 -1.57704
H 0.29685 1.81336 0.76441
O -1.36003 -1.01475 -0.10441
C -0.77023 -0.32671 -1.14672
C -0.78340 -0.95933 1.15012
H -1.22811 -1.70045 1.80797
N 0.09363 -0.14490 1.54436
C 0.58970 0.73847 0.58090
H 1.75869 1.15663 0.91962
O -1.32652 -0.28343 -2.20418
C 0.58534 0.26293 -0.82574
H 1.31188 -0.55645 -0.90928
```

Atomic partial charges in e from the natural (NBO) method, atoms 1 to 8: 0.2566 0.2333 -0.5087 0.7966 0.3864 0.1874 -0.4492 -0.2617